ORCA calculation (the ωB97M-V functional and the def2-TZVPD basis) on 14 unconnected molecules or ions with the total composition C4H37N2O13S at a distorted geometry.

The geometry in XYZ format:
```
57
Properties=species:S:1:pos:R:3:forces:R:3:nbo_charge:R:1
C 0.564 0.325 0.222 1.6 0.6 -1.4 -0.462
N -0.633 -0.068 -0.514 -0.4 0.3 0.3 -0.684
C -0.539 -1.233 -1.415 1.3 -0.1 1.9 -0.074
C -0.318 -2.490 -0.542 -1.0 -0.5 -0.8 -0.492
S -0.440 -4.076 -1.485 -0.1 0.1 0.4 -0.109
C -1.627 -1.118 -2.459 -0.6 0.5 0.0 -0.244
N -1.258 -1.779 -3.710 0.2 0.1 0.3 -0.841
H 1.413 -0.051 -0.366 -0.1 -0.3 0.4 0.176
H 0.718 1.395 0.098 -0.3 0.1 0.3 0.217
H 0.750 0.154 1.281 -0.7 -0.7 0.0 0.220
H -1.421 -0.132 0.127 -0.1 0.0 -0.3 0.404
H 0.445 -1.126 -1.874 -0.1 0.3 -0.8 0.193
H -1.007 -2.434 0.303 0.0 -0.4 0.0 0.229
H 0.701 -2.528 -0.175 0.1 0.5 0.2 0.204
H -1.768 -0.030 -2.509 0.1 0.0 -0.5 0.188
H -2.638 -1.423 -2.165 0.3 -0.6 0.4 0.200
H -0.367 -1.400 -4.012 -0.1 -0.1 -0.3 0.359
H -1.954 -1.647 -4.427 0.0 0.2 -0.1 0.358
H 1.330 -1.352 2.830 0.0 0.0 0.4 0.505
H -0.901 -0.722 3.890 -0.4 -0.1 -0.4 0.441
O -0.860 -0.656 2.924 0.9 0.1 0.5 -1.213
H 3.058 0.352 -1.217 -0.3 0.1 -0.5 0.496
H 2.402 0.865 -2.601 -0.8 0.3 0.5 0.483
O 3.186 0.566 -2.154 1.3 -0.4 0.0 -0.978
H 1.990 1.007 4.312 -0.7 -0.3 -0.4 0.502
H 0.893 -0.158 4.169 -0.5 0.7 -0.4 0.484
O 1.781 0.068 4.440 1.1 0.4 1.1 -0.994
H -0.991 2.764 0.805 0.5 -0.3 0.5 0.505
H -1.193 3.528 -0.445 0.5 0.5 0.3 0.479
O -0.479 3.327 0.198 -0.8 0.3 -0.9 -1.024
H 2.201 -4.302 1.701 0.1 0.0 0.1 0.483
H 1.994 -4.241 0.223 0.0 -0.2 -0.3 0.466
O 2.385 -4.806 0.897 -0.1 0.3 0.2 -0.947
H 2.743 -1.592 3.509 -0.2 0.8 0.4 0.497
H -1.284 -3.630 -2.424 0.1 -0.1 0.0 0.149
O 2.120 -1.906 2.865 -0.4 -1.7 -1.3 -1.002
H -2.141 3.855 -2.303 -0.4 -0.2 -0.2 0.496
H -3.235 3.483 -1.287 -0.1 -0.2 -0.2 0.480
O -2.584 4.156 -1.498 0.2 0.2 0.0 -0.953
H -1.050 0.775 2.480 0.8 0.4 -0.1 0.511
H -2.071 1.779 2.672 -0.2 0.8 -0.2 0.480
O -1.206 1.789 2.243 -0.5 -1.2 0.7 -1.055
H 0.550 2.254 2.432 0.1 0.2 0.2 0.503
H 1.632 3.146 1.825 -0.1 -0.2 0.2 0.477
O 1.476 2.535 2.560 0.1 0.1 -0.2 -0.994
H -0.874 2.347 -3.438 -0.1 -0.2 -0.4 0.499
H -1.738 1.763 -4.631 0.1 0.4 0.4 0.470
O -1.701 2.470 -3.969 -0.1 0.0 -0.2 -1.014
H 2.630 -1.182 1.007 0.0 -0.1 0.5 0.493
H 3.937 -1.930 0.788 -0.1 0.1 0.0 0.474
O 3.504 -1.086 0.620 0.4 0.2 -0.7 -0.971
H -2.121 -0.596 2.115 -0.7 -0.2 -0.3 0.500
H -3.589 -0.587 2.430 -0.4 -0.1 -0.2 0.451
O -3.040 -0.458 1.650 0.5 -0.2 0.5 -1.035
H 0.364 2.722 -1.709 0.1 0.2 0.6 0.506
H -0.110 1.293 -1.922 0.0 0.0 0.4 0.507
O 0.373 2.022 -2.366 -0.1 -0.4 -0.6 -0.996
```
Positions in Å, forces in eV/Å.

As for the HOMO energy: -6.289 eV. As for the spin multiplicity: 1. The value obtained for the gap between HOMO and LUMO is 0.322 Ha. As for the max |F|: 0.04410 Eh/bohr. The total charge is -1. For the energy, the calculation gives -45184.0420 eV.